Entry 1:
{"formula": "CH2INO", "method": "ωB97M-V/def2-TZVPD", "orbital_gap_ev": 8.5892, "lumo_energy_ev": -0.945, "charge": 0, "homo_energy_ev": -9.53, "elements": ["C", "N", "O", "I", "H", "H"], "positions_angstrom": [[1.8407, -0.0823, -0.2424], [2.8399, -0.6228, -0.1114], [-1.7103, 0.6719, -0.9640], [-2.5940, -0.0252, 0.5396], [0.8708, 0.3141, -0.3863], [-1.2471, -0.2557, 1.1646]], "atomic_forces_ev_per_a": [[0.156, -0.430, -0.008], [0.201, 0.070, 0.081], [-0.500, -0.044, 0.060], [-1.682, 0.781, -1.904], [-0.517, 0.415, -0.189], [2.343, -0.792, 1.961]]}


Entry 2:
{"formula": "C22H33N5O3", "method": "ωB97M-V/def2-TZVPD", "orbital_gap_ev": 8.7752, "lumo_energy_ev": -0.184, "charge": 0, "homo_energy_ev": -8.96, "smiles": "CN(C)C(=O)C[C@@H](C#N)[C@@](C#N)(CN)c1cccnc1.C1CCOC1.C1CCOC1", "elements": ["C", "N", "C", "C", "O", "C", "C", "C", "N", "C", "C", "N", "C", "N", "C", "C", "C", "C", "N", "C", "H", "H", "H", "H", "H", "H", "H", "H", "H", "H", "H", "H", "H", "H", "H", "H", "H", "C", "C", "C", "O", "C", "H", "H", "H", "H", "H", "H", "H", "H", "C", "C", "C", "O", "C", "H", "H", "H", "H", "H", "H", "H", "H"], "positions_angstrom": [[3.3010, 3.1338, -0.4467], [1.9559, 3.6222, -0.0043], [1.7781, 3.6076, 1.4812], [0.8415, 2.9818, -0.7276], [0.3502, 3.6293, -1.7138], [0.1680, 1.5657, -0.3900], [0.6579, 0.3486, -1.3334], [1.6989, 0.7761, -2.4776], [2.4213, 1.1596, -3.3664], [1.2081, -0.9393, -0.4902], [2.3082, -0.5395, 0.6067], [3.1547, -0.2389, 1.4208], [-0.1373, -1.6014, 0.1907], [0.0455, -1.9803, 1.6185], [1.7907, -2.0751, -1.4832], [3.2407, -2.6937, -1.2758], [3.5389, -3.8094, -2.3463], [2.5951, -4.2445, -3.4943], [1.3193, -3.6238, -3.6571], [0.9864, -2.6380, -2.6854], [3.5850, 3.7571, -1.3848], [3.3461, 2.0188, -0.7029], [4.1008, 3.3960, 0.3451], [2.7608, 3.4408, 2.0583], [1.3789, 4.6525, 1.7869], [1.0142, 2.8494, 1.8755], [-0.9698, 1.6969, -0.5827], [0.2490, 1.2464, 0.7150], [-0.2752, -0.0487, -1.8950], [-0.4515, -2.5718, -0.3771], [-1.0177, -0.8745, 0.0914], [0.0313, -1.1644, 2.2450], [0.8618, -2.5868, 1.7725], [3.9621, -2.3647, -0.4571], [4.5587, -4.3466, -2.2708], [2.9223, -5.0579, -4.2233], [-0.0673, -2.1688, -2.8148], [-2.6905, 5.2697, 3.5933], [-2.8429, 5.8626, 2.2114], [-1.5296, 6.5983, 2.0372], [-0.5454, 5.8762, 2.7914], [-1.2158, 4.9221, 3.6262], [-3.3353, 4.4079, 3.7754], [-2.9124, 6.0297, 4.3500], [-2.9228, 5.0602, 1.4702], [-3.7130, 6.5130, 2.1053], [-1.5853, 7.6133, 2.4446], [-1.2187, 6.6592, 0.9916], [-1.0338, 3.9254, 3.2084], [-0.7980, 4.9586, 4.6349], [-3.2927, -6.1170, -1.4431], [-1.8985, -6.3963, -0.9302], [-1.3016, -5.0047, -0.8641], [-2.3823, -4.1028, -0.5933], [-3.6220, -4.8041, -0.7616], [-4.0111, -6.9067, -1.2159], [-3.2678, -5.9784, -2.5292], [-1.9528, -6.8277, 0.0749], [-1.3251, -7.0763, -1.5629], [-0.8570, -4.7166, -1.8227], [-0.5403, -4.9121, -0.0849], [-4.0507, -4.9695, 0.2327], [-4.3154, -4.1918, -1.3425]], "atomic_forces_ev_per_a": [[1.044, 0.754, -1.041], [-0.507, -2.054, 0.764], [-0.383, 0.971, 1.252], [-1.269, 2.767, -3.240], [1.898, -3.099, 3.927], [-0.746, -0.004, 0.366], [0.839, -0.209, -1.094], [1.611, 1.396, -2.374], [-3.673, -2.106, 4.673], [-0.097, -0.585, -0.816], [2.329, 0.917, 2.046], [-4.633, -1.631, -4.414], [-0.065, -0.640, 0.647], [-0.352, 0.486, -0.886], [3.041, -2.440, -1.537], [-3.964, -1.469, -4.162], [-1.183, 1.053, 0.366], [-0.192, 2.904, 3.120], [2.778, 0.914, 3.358], [1.002, 0.364, 0.970], [-0.435, -1.332, 1.409], [0.021, 1.510, 0.480], [-1.520, -0.549, -1.166], [-1.474, 0.119, -1.143], [0.588, -1.772, -0.374], [1.062, 0.846, -0.654], [2.054, -0.038, 0.244], [0.224, 0.566, -1.741], [1.735, 0.663, 0.796], [0.789, 2.000, 0.815], [1.326, -0.960, 0.313], [0.352, -0.728, -0.463], [-0.556, 0.656, -0.067], [-1.137, -0.605, -1.362], [-1.868, 0.991, -0.166], [-0.643, 1.372, 1.147], [1.941, -1.005, 0.058], [-0.207, 0.071, 0.444], [-0.202, -0.142, -0.416], [0.239, 0.320, -0.045], [-0.370, -0.090, 0.073], [0.323, -0.133, -0.068], [0.070, 0.052, 0.002], [0.010, -0.094, -0.026], [-0.018, 0.088, 0.015], [0.088, -0.033, -0.005], [-0.055, 0.022, -0.071], [0.096, -0.025, 0.106], [-0.037, -0.072, 0.080], [0.078, 0.030, -0.103], [-0.241, -0.062, -0.439], [0.224, -0.335, 0.326], [0.188, 0.221, -0.192], [-0.041, -0.224, -0.104], [-0.154, 0.204, 0.287], [0.040, 0.084, -0.004], [-0.042, -0.025, 0.081], [0.046, 0.013, -0.078], [-0.020, 0.084, 0.045], [0.096, -0.097, 0.006], [-0.071, 0.084, 0.013], [-0.079, -0.023, -0.046], [0.103, 0.060, 0.066]]}


Entry 3:
{"formula": "C4H9I2N2", "method": "ωB97M-V/def2-TZVPD", "orbital_gap_ev": [6.1748, 6.1545], "lumo_energy_ev": [-4.744, -4.756], "charge": 1, "homo_energy_ev": [-10.92, -10.91], "elements": ["C", "C", "C", "C", "N", "N", "I", "I", "H", "H", "H", "H", "H", "H", "H", "H", "H"], "positions_angstrom": [[0.7048, -0.3244, 0.8186], [0.2640, -1.6391, -1.6300], [-0.2651, 1.8288, 0.9138], [-1.4810, 1.4645, 1.6290], [0.6159, 0.9980, 0.6054], [-0.9355, -2.0903, -1.3067], [-0.5953, -1.6209, 1.9271], [0.5592, -0.0206, -2.8928], [1.6779, -0.7338, 0.6960], [1.0980, -2.4088, -1.7277], [-0.1712, 2.8208, 0.5024], [-2.2239, 2.3648, 1.5413], [-1.3613, 1.2717, 2.7086], [-1.9732, 0.5831, 1.1158], [1.5167, 1.2850, 0.0630], [-1.8901, -1.5691, -1.6282], [-1.1302, -2.7888, -0.6440]], "atomic_forces_ev_per_a": [[-0.550, -2.773, -0.235], [-0.057, -1.095, -0.303], [-1.754, 2.733, -0.090], [-2.955, 1.143, -0.267], [4.155, -1.254, -1.534], [-2.594, 3.234, -2.615], [0.975, 0.532, -0.394], [-0.281, -0.282, 0.273], [0.522, -0.198, 0.274], [-0.920, 1.247, 1.060], [0.270, 0.150, 0.127], [1.339, -1.681, 0.212], [0.088, -0.114, -0.509], [0.408, 1.076, 0.830], [-2.291, -0.035, 1.166], [3.336, -1.289, 1.123], [0.308, -1.392, 0.882]]}


Entry 4:
{"formula": "C33H28ClGeO8SSn", "method": "ωB97M-V/def2-TZVPD", "orbital_gap_ev": 6.2723, "lumo_energy_ev": 2.334, "charge": -1, "homo_energy_ev": -3.94, "elements": ["Sn", "O", "Cl", "O", "O", "O", "C", "Ge", "C", "C", "C", "C", "C", "C", "C", "C", "C", "C", "C", "C", "C", "C", "C", "C", "C", "C", "H", "H", "H", "H", "H", "H", "H", "H", "H", "H", "H", "H", "H", "H", "H", "C", "S", "O", "C", "C", "C", "C", "C", "C", "H", "H", "H", "H", "H", "H", "H", "H", "O", "C", "C", "C", "C", "C", "C", "C", "O", "O", "H", "H", "H", "H", "H"], "positions_angstrom": [[-1.8511, -1.9887, -0.5974], [-2.6328, -2.3813, 4.0270], [-2.9089, -1.6319, 2.8557], [-3.6835, -0.4818, 3.1537], [-1.5924, -1.0559, 2.3389], [-3.4812, -2.4562, 1.8551], [-0.6420, -1.7972, 1.2532], [0.8989, -0.9314, 2.0859], [2.7743, -0.9578, 1.4119], [3.7545, -0.5349, 2.3077], [5.0792, -0.4247, 1.9161], [5.4436, -0.7482, 0.6151], [4.4808, -1.1869, -0.2804], [3.1522, -1.2862, 0.1141], [0.6849, 1.0098, 2.5227], [1.3884, 1.9580, 1.7811], [1.1903, 3.3179, 1.9735], [0.2818, 3.7573, 2.9264], [-0.4369, 2.8285, 3.6658], [-0.2407, 1.4703, 3.4585], [1.0666, -1.9777, 3.7745], [1.1113, -3.3630, 3.6223], [1.2408, -4.2014, 4.7168], [1.3148, -3.6617, 5.9945], [1.2329, -2.2893, 6.1665], [1.1178, -1.4544, 5.0617], [3.4658, -0.2831, 3.3233], [5.8270, -0.0800, 2.6202], [6.4780, -0.6614, 0.3057], [4.7622, -1.4425, -1.2949], [2.3945, -1.6123, -0.5896], [2.1200, 1.6239, 1.0524], [1.7417, 4.0376, 1.3797], [0.1346, 4.8178, 3.0914], [-1.1553, 3.1648, 4.4040], [-0.8095, 0.7503, 4.0348], [1.0319, -3.7753, 2.6223], [1.2696, -5.2754, 4.5767], [1.4413, -4.3076, 6.8551], [1.2556, -1.8686, 7.1652], [1.0699, -0.3798, 5.2057], [-3.1249, 2.5895, 0.6304], [-2.0859, 1.1844, 0.1222], [-3.1142, 0.1218, -0.1865], [-1.6919, 1.8317, -1.5131], [-2.6132, 1.6867, -2.5365], [-2.2674, 2.0517, -3.8261], [-0.9968, 2.5476, -4.0841], [-0.0784, 2.6894, -3.0549], [-0.4234, 2.3262, -1.7620], [-3.9230, 2.7213, -0.0967], [-2.4920, 3.4717, 0.7052], [-3.5398, 2.3269, 1.6008], [-3.5793, 1.2512, -2.3153], [-2.9769, 1.9340, -4.6353], [-0.7096, 2.7912, -5.0995], [0.9135, 3.0680, -3.2656], [0.2940, 2.3864, -0.9544], [1.1080, -0.4657, -5.0566], [-0.1669, -0.5262, -5.5395], [-0.4692, -0.0690, -6.8191], [-1.7612, -0.1488, -7.3133], [-2.7637, -0.6840, -6.5199], [-2.4593, -1.1355, -5.2441], [-1.1664, -1.0749, -4.7434], [-0.9259, -1.6311, -3.3546], [-0.9927, -2.8598, -3.2058], [-0.7740, -0.7781, -2.4249], [1.6803, -0.1068, -5.7398], [0.3223, 0.3582, -7.4282], [-1.9818, 0.2018, -8.3137], [-3.7784, -0.7506, -6.8905], [-3.2326, -1.5487, -4.6081]], "atomic_forces_ev_per_a": [[0.181, 0.018, 0.431], [0.209, -0.143, 0.271], [-0.248, -0.661, 1.006], [-0.173, 0.384, -0.138], [0.254, 0.521, -0.676], [-0.095, -0.012, -0.754], [0.003, 0.488, -0.610], [0.169, -0.323, 0.336], [-0.600, -0.072, -0.196], [-0.054, -0.001, 0.032], [0.010, 0.012, 0.006], [0.023, -0.022, 0.025], [0.037, -0.015, -0.131], [-0.112, 0.011, 0.069], [-0.105, -0.335, -0.177], [0.098, -0.080, 0.020], [-0.020, 0.077, -0.011], [-0.040, 0.031, -0.049], [-0.040, 0.051, 0.048], [0.033, -0.148, 0.061], [-0.076, 0.303, -0.165], [0.034, 0.052, -0.057], [0.021, -0.011, 0.013], [0.003, -0.021, 0.050], [0.042, 0.018, 0.084], [0.044, 0.084, -0.084], [0.065, 0.014, 0.014], [0.007, -0.017, 0.013], [0.003, -0.005, -0.020], [-0.002, -0.008, -0.006], [0.062, 0.006, -0.087], [-0.019, 0.033, -0.044], [0.041, -0.002, 0.013], [-0.018, 0.012, -0.011], [-0.001, -0.013, 0.016], [-0.068, 0.056, 0.007], [-0.049, -0.073, 0.033], [0.042, -0.005, 0.004], [-0.086, -0.025, 0.005], [0.038, 0.015, 0.000], [-0.002, -0.005, 0.040], [0.269, -0.357, 0.169], [-0.453, 0.991, -0.485], [0.150, -0.599, 0.222], [0.331, 0.024, 0.041], [-0.188, 0.042, 0.077], [-0.010, 0.089, 0.058], [0.088, -0.006, -0.016], [-0.020, 0.082, -0.061], [-0.052, -0.026, 0.140], [0.067, -0.032, -0.099], [0.006, 0.043, 0.017], [0.024, 0.002, 0.086], [-0.008, -0.051, -0.035], [0.013, -0.058, 0.009], [-0.029, 0.039, -0.003], [0.028, -0.041, 0.025], [0.081, 0.009, 0.039], [-0.045, -0.054, 0.191], [-0.118, -0.016, -0.181], [0.100, 0.079, 0.004], [-0.031, -0.018, 0.065], [-0.138, 0.049, -0.006], [0.091, 0.002, -0.053], [0.045, -0.033, 0.071], [0.031, -0.431, -0.058], [0.182, 0.329, -0.074], [-0.069, -0.188, 0.545], [0.035, 0.019, -0.022], [0.005, -0.025, -0.015], [0.023, 0.015, 0.002], [-0.012, 0.004, -0.009], [-0.010, -0.068, -0.024]]}


Entry 5:
{"formula": "C23H22N2NiO2", "method": "ωB97M-V/def2-TZVPD", "spin_multiplicity": 3, "orbital_gap_ev": [8.0892, 7.6762], "lumo_energy_ev": [0.367, -0.051], "charge": 0, "s_squared": 2.007, "homo_energy_ev": [-7.72, -7.73], "elements": ["Ni", "C", "C", "C", "C", "C", "C", "C", "C", "C", "H", "H", "H", "H", "H", "H", "H", "H", "H", "H", "H", "H", "O", "C", "C", "C", "C", "C", "C", "C", "N", "N", "C", "O", "C", "C", "C", "C", "C", "C", "H", "H", "H", "H", "H", "H", "H", "H", "H", "H"], "positions_angstrom": [[0.3985, 0.6106, -0.3717], [1.2560, 3.8745, 0.6992], [0.0767, 2.9426, 0.7802], [-1.0023, 3.0800, -0.0939], [-2.1013, 2.2270, -0.0488], [-3.2052, 2.3528, -1.0586], [-2.1101, 1.2067, 0.8982], [-1.0524, 1.0331, 1.7917], [-1.0582, -0.0998, 2.7807], [0.0230, 1.9250, 1.7360], [1.7157, 4.0102, 1.6775], [0.9520, 4.8492, 0.3201], [2.0220, 3.4843, 0.0263], [-0.9689, 3.8556, -0.8501], [-2.9818, 1.7382, -1.9342], [-3.3111, 3.3819, -1.4005], [-4.1592, 2.0235, -0.6480], [-2.9448, 0.5145, 0.9287], [-0.8977, -1.0560, 2.2776], [-2.0144, -0.1530, 3.3019], [-0.2677, 0.0177, 3.5203], [0.8517, 1.7935, 2.4206], [0.1626, 1.2170, -2.1330], [-0.4520, 0.5713, -3.1021], [-0.8730, 1.3062, -4.2264], [-1.5231, 0.6986, -5.2783], [-1.7777, -0.6746, -5.2711], [-1.3690, -1.4137, -4.1835], [-0.7241, -0.8204, -3.0894], [-0.3056, -1.6868, -2.0062], [0.1450, -1.2483, -0.8944], [0.6594, -2.1764, 0.0153], [1.4099, -1.5351, 0.8719], [1.6067, -0.2531, 0.8765], [2.0700, -2.3241, 1.9483], [2.1929, -3.7071, 1.8425], [2.7937, -4.4305, 2.8595], [3.2696, -3.7806, 3.9911], [3.1506, -2.4024, 4.0984], [2.5579, -1.6759, 3.0764], [-0.6641, 2.3683, -4.2358], [-1.8354, 1.2979, -6.1251], [-2.2790, -1.1489, -6.1031], [-1.5437, -2.4835, -4.1588], [-0.3307, -2.7658, -2.1535], [1.8100, -4.1991, 0.9590], [2.8924, -5.5047, 2.7699], [3.7374, -4.3484, 4.7852], [3.5233, -1.8929, 4.9777], [2.4754, -0.5991, 3.1358]], "atomic_forces_ev_per_a": [[0.090, -0.077, -0.086], [0.033, -0.007, 0.014], [-0.200, 0.134, -0.026], [0.003, 0.080, -0.011], [0.041, -0.013, 0.031], [-0.005, 0.009, -0.018], [-0.004, -0.002, -0.027], [-0.044, -0.015, 0.024], [0.002, 0.002, 0.030], [0.072, -0.069, -0.104], [-0.003, 0.001, 0.001], [0.006, 0.004, 0.006], [-0.009, -0.006, -0.006], [0.002, 0.000, -0.004], [-0.002, -0.007, -0.003], [-0.005, 0.002, 0.008], [0.002, -0.010, -0.005], [-0.008, 0.011, 0.011], [-0.023, 0.007, -0.007], [-0.006, -0.012, -0.002], [0.000, 0.006, -0.007], [-0.004, -0.006, -0.003], [-0.043, 0.143, 0.003], [0.021, 0.075, 0.137], [-0.004, -0.054, -0.087], [0.003, 0.041, 0.000], [0.014, -0.038, 0.048], [-0.022, 0.052, -0.074], [-0.033, -0.088, 0.100], [0.016, 0.078, -0.046], [0.031, -0.441, 0.134], [-0.042, 0.246, -0.161], [0.039, 0.124, 0.119], [0.132, -0.114, 0.088], [-0.061, -0.082, -0.093], [-0.045, -0.007, 0.016], [0.001, -0.003, -0.004], [0.007, 0.000, 0.001], [-0.001, -0.013, -0.003], [0.048, 0.043, -0.006], [0.009, -0.003, 0.009], [0.002, -0.001, 0.001], [-0.002, 0.004, -0.005], [-0.006, -0.001, 0.008], [-0.006, -0.002, -0.014], [0.008, -0.001, 0.006], [0.000, 0.001, 0.003], [-0.002, 0.003, 0.003], [0.004, 0.004, -0.002], [-0.006, 0.004, 0.005]]}


The following relative energy (zero: lowest compared OMol25 entry of this formula, charge and spin) values (in kcal/mol) correspond, in order, to the records above: 119.2; 255.7; 73.0; 109.5; 2.8.